Entry 1:
Density functional theory data (ωB97M-V/def2-TZVPD) for an isolated molecule of C5H6O.

Last column: Löwdin charge in e.
Cartesian coordinates (Å):
C 1.79 0.08 0.84  0.14
C 1.47 -0.39 -0.23  -0.14
C 0.35 -0.82 -1.06  -0.09
C -0.58 -0.50 0.18  -0.50
C -1.09 0.92 0.21  -0.02
O -0.86 -1.35 1.00  0.07
H 2.12 0.42 1.79  0.05
H 0.25 -0.23 -1.98  0.12
H 0.33 -1.89 -1.31  0.12
H -2.08 0.84 -0.26  0.09
H -0.47 1.60 -0.38  0.08
H -1.23 1.33 1.21  0.09

Its LUMO energy is 0.86 eV. The energy above the lowest of the compared OMol25 structures with the same formula, charge and spin comes out at 240.5 kJ/mol. The gap between HOMO and LUMO comes out at 10.3 eV. As for the highest occupied orbital energy: -9.3967 eV. Its net charge is 0. As for the SMILES: C#CCC(C)=O. Its energy is -269.2546 Eh.

---

Entry 2:
Density functional theory data (ωB97M-V/def2-TZVPD) for a structure of composition C45H60N5P2Ti.

Last column: Löwdin charge in e.
Cartesian coordinates (Å):
Ti -0.13 -0.63 -0.36  0.93
C -1.74 -3.78 -1.42  -0.13
C -1.40 -4.14 0.00  -0.12
C -2.15 -3.34 1.02  -0.26
C -2.75 -4.05 2.06  -0.01
C -3.59 -3.43 2.94  -0.03
C -3.84 -2.07 2.74  -0.02
C -3.20 -1.42 1.68  -0.12
N -2.33 -2.02 0.85  0.11
N -1.08 -2.53 -1.95  -0.19
C 0.21 -2.87 -2.54  -0.15
C 1.14 -3.33 -1.46  -0.31
C 1.87 -4.51 -1.56  0.00
C 2.59 -4.99 -0.49  -0.01
C 2.60 -4.19 0.63  -0.02
C 1.92 -2.97 0.67  -0.09
N 1.20 -2.55 -0.37  0.02
C -1.93 -1.95 -2.99  -0.13
C -1.38 -0.65 -3.51  -0.27
C -1.78 -0.24 -4.78  0.00
C -1.38 0.98 -5.25  -0.02
C -0.58 1.76 -4.41  -0.02
C -0.22 1.28 -3.17  -0.16
N -0.62 0.10 -2.70  0.04
H -2.81 -3.65 -1.52  0.12
H -1.46 -4.60 -2.11  0.15
H -0.34 -4.14 0.16  0.09
H -1.66 -5.20 0.14  0.14
H -2.52 -5.10 2.16  0.12
H -4.06 -3.98 3.74  0.12
H -4.51 -1.52 3.39  0.12
H -3.42 -0.39 1.55  0.06
H 0.66 -1.98 -3.01  0.12
H 0.12 -3.61 -3.36  0.15
H 1.81 -5.07 -2.47  0.13
H 3.18 -5.91 -0.57  0.14
H 3.14 -4.48 1.51  0.12
H 1.93 -2.34 1.55  0.11
H -2.96 -1.78 -2.59  0.15
H -2.01 -2.65 -3.85  0.15
H -2.39 -0.90 -5.39  0.13
H -1.66 1.36 -6.23  0.13
H -0.19 2.70 -4.75  0.12
H 0.40 1.89 -2.55  0.05
C 4.84 0.60 -2.29  -0.09
C 3.44 -0.06 -2.25  -0.49
C 3.60 -1.56 -2.31  -0.11
P 2.24 0.49 -0.89  1.09
C 2.63 2.33 -0.91  -0.51
C 1.89 3.07 0.19  -0.11
C 2.51 3.05 -2.26  -0.09
C 2.83 0.14 0.79  -0.33
C 4.17 0.21 1.18  -0.03
C 4.56 0.15 2.50  -0.27
C 5.99 0.20 2.93  -0.04
C 3.55 0.21 3.45  -0.01
C 2.20 0.17 3.11  0.00
C 1.81 0.10 1.76  -0.32
N 0.46 -0.05 1.35  -0.15
C -0.54 0.35 2.29  -0.30
C -0.63 -0.26 3.54  -0.03
C -1.55 0.17 4.48  -0.02
C -2.48 1.13 4.19  -0.27
C -3.47 1.57 5.20  -0.03
C -2.46 1.68 2.92  -0.07
C -1.54 1.27 1.95  -0.33
P -1.62 1.83 0.23  1.11
C -1.79 3.75 0.24  -0.48
C -1.12 4.46 1.40  -0.09
C -1.38 4.32 -1.12  -0.11
C -3.35 1.29 -0.39  -0.51
C -3.59 1.88 -1.79  -0.11
C -4.54 1.65 0.50  -0.10
H 5.31 0.39 -3.25  0.10
H 4.80 1.67 -2.21  0.05
H 5.48 0.24 -1.51  0.07
H 2.91 0.25 -3.17  0.10
H 3.83 -2.04 -1.34  0.09
H 2.70 -2.03 -2.70  0.04
H 4.39 -1.85 -3.02  0.10
H 3.71 2.29 -0.63  0.11
H 0.83 2.92 0.05  0.01
H 2.15 2.73 1.18  0.09
H 2.14 4.13 0.12  0.11
H 1.48 3.36 -2.45  0.06
H 3.15 3.93 -2.25  0.10
H 2.79 2.43 -3.09  0.06
H 4.92 0.27 0.42  0.10
H 6.68 0.26 2.09  0.08
H 6.17 1.04 3.61  0.09
H 6.23 -0.69 3.52  0.09
H 3.81 0.28 4.52  0.14
H 1.49 0.26 3.91  0.09
H 0.01 -1.11 3.80  0.13
H -1.55 -0.27 5.45  0.12
H -3.81 0.70 5.78  0.09
H -3.03 2.25 5.93  0.10
H -4.34 2.05 4.77  0.08
H -3.19 2.44 2.67  0.11
H -2.89 3.88 0.29  0.10
H -0.03 4.36 1.40  0.06
H -1.29 5.53 1.35  0.09
H -1.49 4.10 2.36  0.07
H -0.31 4.26 -1.25  0.05
H -1.82 3.80 -1.95  0.04
H -1.66 5.37 -1.19  0.09
H -3.28 0.20 -0.47  0.07
H -3.94 2.91 -1.75  0.09
H -2.73 1.86 -2.41  0.02
H -4.35 1.28 -2.28  0.09
H -4.67 2.73 0.56  0.08
H -5.48 1.25 0.13  0.10
H -4.45 1.28 1.52  0.05

Its LUMO energy (alpha / beta) is -5.34 / -5.08 eV. The energy above the lowest of the compared OMol25 structures with the same formula, charge and spin comes out at 0.0 kJ/mol. The gap between HOMO and LUMO (alpha / beta) comes out at 7.1 / 7.4 eV. As for the highest occupied orbital energy (alpha / beta): -12.4794 / -12.4956 eV. Its net charge is +2. Its energy is -3556.3305 Eh. Its spin multiplicity is 2.

---

Entry 3:
Density functional theory data (ωB97M-V/def2-TZVPD) for a cluster of 4 separate species, C19H48N2O5P2 in total.

Last column: Löwdin charge in e.
Cartesian coordinates (Å):
C 4.36 0.71 3.16  -0.20
C 3.44 0.13 1.91  -0.44
P 3.28 -1.79 2.02  0.96
C 2.79 -2.34 0.22  -0.32
C 1.93 -2.32 3.26  -0.44
O 2.04 -3.58 3.76  -0.08
O 0.82 -1.51 3.77  -0.12
C -0.37 -1.55 2.91  -0.59
N -1.53 -1.13 3.84  0.00
C -0.79 -3.01 2.33  -0.23
N -0.13 -3.48 1.07  -0.03
P -0.36 -0.14 1.56  0.99
C -1.64 -0.50 0.18  -0.42
C -1.08 0.28 -1.19  -0.20
C -0.93 1.52 2.33  -0.40
C -1.52 2.61 1.25  -0.18
H 3.98 1.76 3.53  0.07
H 5.49 0.84 2.84  0.08
H 4.35 -0.09 4.01  0.06
H 2.40 0.66 1.80  0.03
H 4.06 0.36 0.92  0.09
H 3.72 -2.15 -0.51  0.05
H 1.90 -1.67 -0.15  0.03
H 2.57 -3.49 0.18  0.05
H -2.32 -0.80 3.24  0.06
H -1.18 -0.33 4.45  0.09
H -0.54 -3.82 3.18  0.14
H -1.97 -3.05 2.20  0.13
H 0.73 -4.02 1.29  0.06
H 0.02 -2.73 0.36  0.03
H -1.81 -1.64 -0.06  0.07
H -2.71 -0.02 0.38  0.08
H -0.94 -0.46 -2.10  0.08
H -1.83 1.17 -1.43  0.07
H -0.05 0.81 -0.95  0.06
H -1.73 1.42 3.18  0.05
H 0.03 2.02 2.81  0.09
H -2.10 3.43 1.89  0.08
H -2.30 2.19 0.49  0.05
H -0.67 3.21 0.68  0.09
C -5.24 3.29 4.82  -0.06
C -4.79 2.36 3.70  -0.50
C -5.97 1.84 2.90  -0.06
O -4.08 1.26 4.26  -0.08
H -5.90 2.76 5.52  0.08
H -4.38 3.64 5.40  0.08
H -5.78 4.15 4.42  0.08
H -4.10 2.89 3.04  0.12
H -6.65 1.26 3.54  0.08
H -5.63 1.17 2.11  0.08
H -6.53 2.66 2.44  0.08
H -4.68 0.78 4.85  0.10
C 4.63 -4.05 -3.54  -0.06
C 4.01 -2.76 -4.05  -0.50
C 4.76 -2.22 -5.26  -0.07
O 4.01 -1.79 -3.02  -0.08
H 5.67 -3.88 -3.22  0.08
H 4.09 -4.42 -2.67  0.08
H 4.63 -4.82 -4.31  0.08
H 2.96 -2.95 -4.33  0.14
H 5.80 -1.98 -5.00  0.08
H 4.31 -1.29 -5.61  0.08
H 4.76 -2.94 -6.08  0.08
H 4.93 -1.62 -2.77  0.09
C -1.10 3.67 -4.78  -0.07
C -0.79 2.18 -4.64  -0.51
C -0.13 1.63 -5.90  -0.07
O -2.01 1.47 -4.40  -0.07
H -1.79 3.85 -5.61  0.08
H -1.58 4.04 -3.88  0.08
H -0.18 4.24 -4.95  0.08
H -0.14 2.02 -3.78  0.13
H -0.79 1.75 -6.77  0.08
H 0.07 0.56 -5.79  0.08
H 0.81 2.15 -6.10  0.08
H -2.59 1.61 -5.16  0.09

Its LUMO energy is 0.19 eV. The gap between HOMO and LUMO comes out at 7.7 eV. As for the highest occupied orbital energy: -7.5202 eV. Its net charge is 0. As for the SMILES: CCP(C)C(=O)O[C@](N)(CN)P(CC)CC.CC(C)O.CC(C)O.CC(C)O. Its energy is -1920.8921 Eh.

---

Entry 4:
Density functional theory data (ωB97M-V/def2-TZVPD) for an isolated molecule of BH3O.

Last column: Löwdin charge in e.
Cartesian coordinates (Å):
B -0.16 -0.40 0.04  -0.24
O 1.12 -0.04 -0.09  -0.01
H -1.05 0.33 0.19  0.02
H -0.33 -1.56 0.01  0.02
H 1.31 1.05 0.14  0.21

Its LUMO energy is 0.45 eV. The energy above the lowest of the compared OMol25 structures with the same formula, charge and spin comes out at 27.6 kJ/mol. The gap between HOMO and LUMO comes out at 11.5 eV. As for the highest occupied orbital energy: -11.0828 eV. Its net charge is 0. As for the SMILES: BO. Its energy is -101.8835 Eh.